# 1
Molecular formula: C3H8N2
Method: DFT, ωB97M-V/def2-TZVPD

XYZ file:
```
13
Properties=species:S:1:pos:R:3:lowdin_charge:R:1
N 0.98 1.55 0.73 -0.020
N -0.70 -0.56 -0.07 -0.115
C 2.08 1.42 0.09 -0.166
C -1.81 -0.45 0.51 -0.067
C -0.50 -1.69 -0.99 -0.109
H 2.98 1.13 0.63 0.048
H -1.25 -2.47 -0.86 0.068
H -1.90 -0.09 1.54 0.078
H 2.14 1.76 -0.96 0.058
H -2.75 -0.95 0.24 0.074
H 0.41 -2.16 -0.63 0.077
H -0.44 -1.28 -2.00 0.076
H 0.24 1.09 0.15 -0.003
```

## Properties
Lowest unoccupied orbital energy ... 0.904 eV
HOMO level ... -0.3127 hartree
Energy relative to the best compared isomer or geometry (same formula, charge and spin) ... 4.309 eV
Gap between HOMO and LUMO ... 9.41 eV
SMILES ... C=NC.C=N


# 2
Molecular formula: C8H18O4Pb
Method: DFT, ωB97M-V/def2-TZVPD

XYZ file:
```
31
Properties=species:S:1:pos:R:3:lowdin_charge:R:1
Pb -1.28 1.44 1.72 1.228
O 2.98 -4.12 2.05 0.071
O -2.03 0.07 0.37 -0.563
O 2.35 -1.47 0.92 -0.133
O -0.68 2.70 0.19 -0.566
C -0.52 2.25 -1.17 -0.191
C -1.56 -0.09 -0.98 -0.198
C 2.33 -0.32 0.17 -0.073
C 2.11 -3.85 1.05 -0.308
C -0.64 4.12 0.33 -0.064
C -3.15 -0.77 0.68 -0.064
C -0.34 0.75 -1.21 -0.177
C 2.47 -2.67 0.17 -0.186
H -3.99 -0.52 0.01 0.115
H -3.44 -0.56 1.72 0.085
H -1.40 2.56 -1.74 0.149
H 2.57 0.54 0.79 0.087
H -2.38 0.20 -1.66 0.148
H -1.39 4.58 -0.33 0.115
H 3.51 -2.76 -0.19 0.144
H 1.99 -4.74 0.39 0.142
H 0.84 0.27 -0.47 0.163
H 1.80 -2.63 -0.71 0.133
H -0.85 4.36 1.37 0.088
H -1.33 -1.15 -1.13 0.141
H 2.99 -0.34 -0.71 0.095
H -2.87 -1.82 0.57 0.114
H 0.37 4.47 0.06 0.115
H 0.12 0.47 -2.16 0.125
H 0.37 2.75 -1.58 0.143
H 1.08 -3.70 1.46 0.124
```

## Properties
2S+1 ... 2
Lowest unoccupied orbital energy (alpha / beta) ... -3.386 / -4.123 eV
HOMO level (alpha / beta) ... -0.4115 / -0.3452 hartree
Gap between HOMO and LUMO (alpha / beta) ... 7.81 / 5.27 eV
Charge ... +1


# 3
Molecular formula: C10H22Br8N2O4
Method: DFT, ωB97M-V/def2-TZVPD

XYZ file:
```
46
Properties=species:S:1:pos:R:3:lowdin_charge:R:1
Br 3.11 -6.35 2.70 0.489
Br -0.72 2.94 5.61 0.555
Br -2.41 -0.56 2.90 0.625
Br 5.70 -0.16 1.57 0.549
Br 1.02 -7.77 -1.31 0.586
Br 7.25 2.67 0.62 0.588
Br -9.11 -1.79 -1.98 0.641
Br -5.65 -3.34 -4.73 0.599
O -0.56 8.08 -1.49 0.057
O 0.36 0.12 -1.33 0.058
O 0.95 1.50 -2.90 0.052
O -0.01 6.57 0.00 0.082
N 0.19 7.30 -0.93 -0.458
N 0.37 0.48 -2.50 -0.445
C 1.27 -6.85 0.41 -0.659
C -7.70 -2.79 -2.82 -0.765
C -6.87 -2.05 -3.85 -0.683
C 1.52 7.07 -1.57 0.032
C -1.64 0.44 4.37 -0.734
C 5.96 1.38 2.81 -0.660
C -1.24 1.83 4.01 -0.666
C 5.91 2.66 2.03 -0.719
C 2.78 -7.20 0.83 -0.587
C -0.53 -0.21 -3.38 0.017
H -2.25 0.35 5.27 0.057
H -2.07 2.34 3.54 0.048
H -6.32 -1.17 -3.49 0.062
H -0.27 -1.27 -3.34 0.107
H -0.51 0.25 -4.37 0.104
H 4.93 2.73 1.56 0.055
H -6.92 -2.86 -2.07 0.043
H 2.05 8.03 -1.57 0.098
H 6.92 1.28 3.31 0.056
H 2.09 6.24 -1.14 0.094
H 3.44 -6.55 0.25 0.030
H 3.01 -8.25 0.69 0.046
H -1.53 -0.17 -2.96 0.107
H 1.33 6.75 -2.59 0.096
H 1.11 -5.78 0.30 0.051
H -8.02 -3.78 -3.15 0.053
H -7.56 -1.62 -4.58 0.049
H 6.07 3.52 2.67 0.064
H -0.47 1.93 3.25 0.062
H 0.54 -7.25 1.10 0.044
H 5.22 1.43 3.61 0.067
H -0.72 -0.09 4.64 0.053
```

## Properties
Lowest unoccupied orbital energy ... -0.181 eV
HOMO level ... -0.3638 hartree
Energy relative to the best compared isomer or geometry (same formula, charge and spin) ... 1.771 eV
Gap between HOMO and LUMO ... 9.72 eV
SMILES ... C[N+](=O)[O-].C[N+](=O)[O-].BrCCBr.BrCCBr.BrCCBr.BrCCBr


# 4
Molecular formula: C5H17NO5
Method: DFT, ωB97M-V/def2-TZVPD

XYZ file:
```
28
Properties=species:S:1:pos:R:3:lowdin_charge:R:1
O 1.64 2.02 1.65 -0.102
O -0.95 1.93 -2.51 0.115
O 0.18 -4.51 -0.41 -0.040
O 0.22 3.43 -1.35 0.052
O 2.23 1.76 -1.01 -0.094
N -0.73 1.68 -0.24 0.082
C -0.68 -1.72 2.04 -0.093
C -0.44 2.40 -1.34 -0.620
C 0.15 -1.19 0.77 -0.257
C -0.70 -0.82 -0.42 -0.197
C -1.52 0.46 -0.17 -0.198
H 0.06 -0.52 -1.22 0.124
H -1.74 -1.54 2.01 0.046
H 0.98 -1.99 0.66 0.116
H -0.56 -2.81 2.12 0.068
H 1.85 1.63 0.79 -0.023
H 0.52 -4.46 -1.31 0.039
H -0.06 1.61 0.54 0.110
H 0.75 -0.38 1.25 0.089
H -0.49 -1.11 2.96 0.084
H -2.39 0.54 -0.81 0.115
H 1.61 3.03 1.46 0.101
H 2.09 1.73 -1.99 0.080
H -1.32 1.05 -2.46 0.088
H 2.36 2.75 -1.06 0.082
H -1.27 -1.74 -0.77 0.134
H -2.05 0.45 0.81 0.132
H 0.23 -3.67 0.02 -0.032
```

## Properties
Lowest unoccupied orbital energy ... 0.348 eV
HOMO level ... -0.3713 hartree
Energy relative to the best compared isomer or geometry (same formula, charge and spin) ... 1.337 eV
Gap between HOMO and LUMO ... 10.45 eV
SMILES ... CCCCNC(=O)O.O.O.O


Q: Which formula does entry 4 have?
A: C5H17NO5